Entry 1:
{"formula": "C3H8N2O2", "method": "the ωB97M-V functional and the def2-TZVPD basis", "de_lowest_kcal_mol": 71.5, "smiles": "N=C=O.C=NC.O", "homo_lumo_gap_ev": 10.161, "fmax_ev_per_a": 3.867, "e_lumo_ev": 0.4628, "elements": ["C", "C", "C", "N", "N", "O", "O", "H", "H", "H", "H", "H", "H", "H", "H"], "coordinates": [[-2.700677, 0.939146, 0.624973], [2.246571, 1.300907, 0.463049], [2.491638, -0.540808, -0.912005], [-2.215719, 0.645758, 1.688662], [2.420653, 0.082702, 0.357515], [-2.982462, -1.969042, -0.790025], [-3.150209, 1.344705, -0.362844], [2.109696, 1.902013, -0.532212], [-2.863662, -1.346769, 0.003193], [2.084002, 1.791443, 1.505985], [3.618698, -0.927631, -0.989526], [1.778131, -1.366651, -0.989733], [2.447094, -0.012560, -1.889197], [-1.646532, 0.856630, 2.497395], [-3.637229, -2.699842, -0.675235]], "atomic_forces_ev_per_a": [[1.66, 1.38, 2.59], [-1.16, 2.78, -0.46], [3.18, -1.56, -1.55], [-0.73, -0.72, -0.96], [-0.24, -1.01, 0.73], [0.07, 0.62, 0.94], [-0.57, -0.51, -0.85], [0.24, -0.34, 1.91], [-0.84, -2.17, -1.54], [0.55, -0.73, -1.97], [-2.44, 0.08, 0.27], [0.39, -0.06, 0.26], [-0.54, 0.85, 0.81], [-0.37, 0.03, -0.81], [0.81, 1.37, 0.62]]}

Entry 2:
{"formula": "C9H10BrO3S", "method": "the ωB97M-V functional and the def2-TZVPD basis", "de_lowest_kcal_mol": 57.4, "homo_lumo_gap_ev": [7.003, 5.986], "fmax_ev_per_a": 4.314, "charge": -1, "e_lumo_ev": [3.0448, 2.4693], "elements": ["C", "C", "C", "C", "C", "C", "C", "C", "C", "O", "O", "O", "S", "Br", "H", "H", "H", "H", "H", "H", "H", "H", "H", "H"], "coordinates": [[1.749521, -2.521250, -1.235742], [1.346982, -2.405885, 0.050889], [1.406132, -1.512038, -2.146483], [0.595437, -1.284560, 0.459984], [0.426059, -0.598154, -1.865795], [-0.017721, -0.399923, -0.477206], [-2.714970, 0.252852, 1.367210], [-1.358470, 0.920482, 1.304700], [-0.782130, 0.677853, -0.070447], [0.457272, 3.665924, 0.992310], [1.948727, 3.171514, -0.891008], [2.111157, 1.848298, 1.254530], [1.298778, 2.669115, 0.327452], [-1.825720, 1.651150, -1.426458], [2.536700, -3.335718, -1.645866], [1.683421, -3.021487, 0.748378], [1.863575, -1.534548, -3.037503], [0.489692, -1.146590, 1.590081], [0.067471, 0.201214, -2.641418], [-3.337380, 0.718084, 0.716961], [-2.529081, -0.712215, 1.008442], [-3.299615, 0.113484, 2.355482], [-0.584530, 0.503772, 1.959685], [-1.531306, 2.078624, 1.301823]], "atomic_forces_ev_per_a": [[2.52, -1.36, -2.29], [-1.68, 3.43, -1.46], [-2.08, -0.52, 2.51], [-0.55, -0.36, 1.21], [-0.82, 2.30, 0.26], [2.07, -1.73, -1.36], [0.52, -1.21, 3.50], [0.04, 2.19, -1.03], [-0.88, 2.25, -0.02], [-0.05, -0.08, 0.01], [-0.08, -0.58, 0.44], [-0.32, 0.50, -0.82], [-0.16, -0.47, 0.39], [0.43, -0.40, 0.28], [-2.01, 1.80, 1.36], [1.37, -2.74, 3.04], [1.32, 0.04, -3.38], [-0.08, -0.12, -1.86], [0.87, -1.77, 1.53], [-2.01, 1.41, -1.97], [-0.21, -1.85, -0.55], [1.35, 0.62, -1.15], [-0.49, 0.70, 0.48], [0.93, -2.03, 0.87]]}

Entry 3:
{"formula": "C2H4N2S", "method": "the ωB97M-V functional and the def2-TZVPD basis", "de_lowest_kcal_mol": 37.2, "smiles": "C=NNC=S", "homo_lumo_gap_ev": 8.744, "fmax_ev_per_a": 3.422, "e_lumo_ev": 0.1446, "elements": ["C", "C", "H", "H", "H", "H", "N", "N", "S"], "coordinates": [[1.128865, -1.214568, -0.029316], [-1.232785, 0.737736, -0.017931], [0.235712, -1.807903, 0.182231], [2.081667, -1.699056, -0.050993], [0.432166, 1.861218, 0.215162], [-1.721295, 1.683857, -0.038225], [1.175430, 0.103208, -0.116428], [0.061242, 0.955570, -0.078204], [-2.161001, -0.620061, -0.066294]], "atomic_forces_ev_per_a": [[-1.31, 3.14, 0.36], [-1.41, -0.83, -0.36], [0.12, 0.33, -0.33], [0.50, -0.07, -0.16], [-0.57, -0.28, -0.61], [-0.58, 0.81, 0.27], [-0.04, -2.49, 0.02], [2.73, -0.76, 0.78], [0.56, 0.16, 0.03]]}

Copy entry 1 word for word.
{"formula": "C3H8N2O2", "method": "the ωB97M-V functional and the def2-TZVPD basis", "de_lowest_kcal_mol": 71.5, "smiles": "N=C=O.C=NC.O", "homo_lumo_gap_ev": 10.161, "fmax_ev_per_a": 3.867, "e_lumo_ev": 0.4628, "elements": ["C", "C", "C", "N", "N", "O", "O", "H", "H", "H", "H", "H", "H", "H", "H"], "coordinates": [[-2.700677, 0.939146, 0.624973], [2.246571, 1.300907, 0.463049], [2.491638, -0.540808, -0.912005], [-2.215719, 0.645758, 1.688662], [2.420653, 0.082702, 0.357515], [-2.982462, -1.969042, -0.790025], [-3.150209, 1.344705, -0.362844], [2.109696, 1.902013, -0.532212], [-2.863662, -1.346769, 0.003193], [2.084002, 1.791443, 1.505985], [3.618698, -0.927631, -0.989526], [1.778131, -1.366651, -0.989733], [2.447094, -0.012560, -1.889197], [-1.646532, 0.856630, 2.497395], [-3.637229, -2.699842, -0.675235]], "atomic_forces_ev_per_a": [[1.66, 1.38, 2.59], [-1.16, 2.78, -0.46], [3.18, -1.56, -1.55], [-0.73, -0.72, -0.96], [-0.24, -1.01, 0.73], [0.07, 0.62, 0.94], [-0.57, -0.51, -0.85], [0.24, -0.34, 1.91], [-0.84, -2.17, -1.54], [0.55, -0.73, -1.97], [-2.44, 0.08, 0.27], [0.39, -0.06, 0.26], [-0.54, 0.85, 0.81], [-0.37, 0.03, -0.81], [0.81, 1.37, 0.62]]}

What did the second record say?
{"formula": "C9H10BrO3S", "method": "the ωB97M-V functional and the def2-TZVPD basis", "de_lowest_kcal_mol": 57.4, "homo_lumo_gap_ev": [7.003, 5.986], "fmax_ev_per_a": 4.314, "charge": -1, "e_lumo_ev": [3.0448, 2.4693], "elements": ["C", "C", "C", "C", "C", "C", "C", "C", "C", "O", "O", "O", "S", "Br", "H", "H", "H", "H", "H", "H", "H", "H", "H", "H"], "coordinates": [[1.749521, -2.521250, -1.235742], [1.346982, -2.405885, 0.050889], [1.406132, -1.512038, -2.146483], [0.595437, -1.284560, 0.459984], [0.426059, -0.598154, -1.865795], [-0.017721, -0.399923, -0.477206], [-2.714970, 0.252852, 1.367210], [-1.358470, 0.920482, 1.304700], [-0.782130, 0.677853, -0.070447], [0.457272, 3.665924, 0.992310], [1.948727, 3.171514, -0.891008], [2.111157, 1.848298, 1.254530], [1.298778, 2.669115, 0.327452], [-1.825720, 1.651150, -1.426458], [2.536700, -3.335718, -1.645866], [1.683421, -3.021487, 0.748378], [1.863575, -1.534548, -3.037503], [0.489692, -1.146590, 1.590081], [0.067471, 0.201214, -2.641418], [-3.337380, 0.718084, 0.716961], [-2.529081, -0.712215, 1.008442], [-3.299615, 0.113484, 2.355482], [-0.584530, 0.503772, 1.959685], [-1.531306, 2.078624, 1.301823]], "atomic_forces_ev_per_a": [[2.52, -1.36, -2.29], [-1.68, 3.43, -1.46], [-2.08, -0.52, 2.51], [-0.55, -0.36, 1.21], [-0.82, 2.30, 0.26], [2.07, -1.73, -1.36], [0.52, -1.21, 3.50], [0.04, 2.19, -1.03], [-0.88, 2.25, -0.02], [-0.05, -0.08, 0.01], [-0.08, -0.58, 0.44], [-0.32, 0.50, -0.82], [-0.16, -0.47, 0.39], [0.43, -0.40, 0.28], [-2.01, 1.80, 1.36], [1.37, -2.74, 3.04], [1.32, 0.04, -3.38], [-0.08, -0.12, -1.86], [0.87, -1.77, 1.53], [-2.01, 1.41, -1.97], [-0.21, -1.85, -0.55], [1.35, 0.62, -1.15], [-0.49, 0.70, 0.48], [0.93, -2.03, 0.87]]}